[1]
Here is C36H33AsIrN7OS as an isolated structure from OMol25. Energies are from wB97M-V/def2-TZVPD.

Strongest force on any atom   0.9 eV/Å
2S+1   1
Energy above the lowest of the compared OMol25 structures with the same formula, charge and spin   0.0 kJ/mol

Geometry (Å):
Ir 0.04665 -0.03293 0.14608
C 0.19119 3.34982 4.72794
C -0.12564 4.17719 3.65733
C -0.46095 3.63497 2.42785
C -0.46676 2.25420 2.27352
C -0.15196 1.41912 3.33453
C 0.17005 1.97134 4.56382
N -0.80600 1.66444 1.02245
N -1.70664 2.25187 0.38464
C -2.03191 1.64556 -0.82962
C -2.94981 2.32554 -1.63208
C -3.24865 1.82075 -2.88053
C -2.61471 0.65291 -3.29830
C -1.71128 -0.01857 -2.48491
C -1.39766 0.43198 -1.19940
H 0.45422 3.77966 5.68549
H -0.10935 5.25271 3.77784
H -0.70540 4.26869 1.58697
H -0.19243 0.34468 3.20907
H 0.40356 1.31787 5.39451
H -3.38921 3.24363 -1.26321
H -3.95007 2.32828 -3.52926
H -2.82715 0.25732 -4.28544
H -1.24734 -0.91166 -2.88098
N 2.25107 -6.70718 7.66489
C 2.00024 -5.93085 6.85551
C 1.68664 -4.96030 5.84344
C 1.44526 -5.37402 4.53516
C 1.13894 -4.43583 3.56551
C 1.07793 -3.08271 3.88687
C 1.32786 -2.67687 5.19553
C 1.62526 -3.60837 6.17426
C 0.75614 -2.08081 2.83447
C 1.77508 -1.16980 2.50956
C 3.04936 -1.02609 3.11767
C 3.63462 0.08803 2.55142
C 2.71396 0.57381 1.60004
N 1.62419 -0.18194 1.55871
C -0.53065 -2.11908 2.31437
C -1.57801 -3.00269 2.71381
C -2.66945 -2.72127 1.93772
C -2.27831 -1.67150 1.07226
N -1.03496 -1.29401 1.30672
H 1.50095 -6.42462 4.28518
H 0.95553 -4.74527 2.54448
H 1.27676 -1.62504 5.44536
H 1.81144 -3.29605 7.19272
H 3.45913 -1.65296 3.89241
H 4.59669 0.51445 2.78602
H 2.79193 1.44593 0.96728
H -1.50755 -3.73883 3.49815
H -3.64006 -3.18849 1.96567
H -2.85998 -1.18566 0.30460
C -3.35753 -4.24370 -1.70395
C -2.03619 -3.82113 -2.26952
C -1.68118 -4.07522 -3.59300
C -0.45824 -3.59249 -4.00969
N 0.36110 -2.91073 -3.21019
C -0.04971 -2.73898 -1.95012
S 1.05231 -1.92681 -0.84544
N -1.21324 -3.17160 -1.45347
H -3.70552 -5.17425 -2.15167
H -4.10561 -3.47370 -1.90718
H -3.27419 -4.35802 -0.62521
H -2.33032 -4.62486 -4.26024
H -0.11843 -3.74138 -5.02976
C 3.86477 -0.35774 -1.58170
As 2.44616 0.83065 -2.11036
C 1.74425 0.29760 -3.80898
C 3.33789 2.51176 -2.39103
O 1.20555 1.24426 -1.05301
H 4.69648 -0.17214 -2.26321
H 3.52752 -1.38706 -1.64101
H 4.16556 -0.12528 -0.56235
H 2.52806 0.35922 -4.56409
H 0.94032 0.99464 -4.04454
H 1.34981 -0.71600 -3.73705
H 4.03168 2.43258 -3.22741
H 3.88499 2.78063 -1.48882
H 2.59010 3.27405 -2.59812

Atoms 1-6, force components in eV/Å:
-0.071 -0.054 0.238
0.000 -0.018 -0.049
0.012 0.009 0.039
0.071 -0.012 -0.016
0.095 0.077 0.173
-0.091 -0.103 0.104

Mulliken atomic charges, in units of e: 1.501 -0.600 -0.633 -0.593 0.084 0.292 -0.709 1.021 -1.048 1.225 -0.491 -0.547 -1.112 -0.106 -0.828 0.405 0.373 0.481 0.267 0.406 0.493 0.390 0.469 0.420 -0.540 -0.121 0.599 -0.897 0.000 -0.705 -0.330 -0.924 0.988 0.189 -0.642 -1.585 -1.220 0.919 0.308 -1.097 -1.516 -0.487 0.721 0.452 0.562 0.650 0.453 0.677 0.461 0.967 0.622 0.579 0.576 -1.291 1.047 -0.811 -0.330 -0.525 -0.232 -0.360 -0.006 0.462 0.244 0.274 0.427 0.417 -1.039 0.666 -0.862 -1.202 -0.868 0.463 0.386 0.300 0.494 0.321 0.081 0.409 0.370 0.346



[2]
Here is a 2-piece molecular cluster, CH4N2O overall in a non-equilibrium geometry from OMol25. Energies are from wB97M-V/def2-TZVPD.

Strongest force on any atom   4.9 eV/Å
2S+1   1
Energy above the lowest of the compared OMol25 structures with the same formula, charge and spin   182.3 kJ/mol
SMILES string   N#CN.O

Geometry (Å):
C -1.36622 -0.03265 -0.02622
N -0.57221 0.96820 0.20941
N -2.23508 -0.77401 -0.07519
O 1.70973 -0.63533 -0.20459
H -1.10145 1.91150 0.31871
H 0.36411 0.89921 0.01539
H 2.33939 -1.37307 -0.24033
H 0.86172 -0.96386 0.00282

Atoms 1-6, force components in eV/Å:
-0.575 0.034 0.336
-3.016 3.722 1.012
-0.922 -1.480 -0.439
1.886 0.625 -0.439
1.907 -2.323 -0.343
2.533 0.377 -0.577

Mulliken atomic charges, in units of e: 0.366 -0.400 -0.409 -0.639 0.241 0.268 0.317 0.256



[3]
Here is C3H5Br2O2 as an isolated structure in a non-equilibrium geometry from OMol25. Energies are from wB97M-V/def2-TZVPD.

Strongest force on any atom   1.7 eV/Å
Total charge   -1
E   -5415.8858 Ha
2S+1   1

Geometry (Å):
Br -3.96142 1.08848 -0.92902
Br -3.70702 -0.09100 2.03204
C -2.80360 0.36245 0.40868
H -2.31464 -0.54505 0.00518
H -2.00985 1.10032 0.63440
O 0.50831 -1.14921 -0.47231
O 0.89614 0.94522 0.32770
C 1.23745 -0.17159 -0.14958
C 2.75839 -0.35434 -0.40845
H 2.98587 -0.00618 -1.43004
H 3.35785 0.23493 0.30571
H 3.05249 -1.41408 -0.32427

Atoms 1-6, force components in eV/Å:
-0.230 0.111 -0.180
-0.193 -0.055 0.236
1.631 -0.216 -0.224
-0.336 0.604 0.270
-0.538 -0.488 -0.148
0.156 0.580 0.223

Mulliken atomic charges, in units of e: -0.118 -0.117 -0.283 0.249 0.249 -0.724 -0.725 0.643 -0.870 0.174 0.261 0.261



[4]
Here is a 2-piece molecular cluster, C2H8Cl2OSi2 overall in a non-equilibrium geometry from OMol25. Energies are from wB97M-V/def2-TZVPD.

Strongest force on any atom   1.5 eV/Å
2S+1   1
Energy above the lowest of the compared OMol25 structures with the same formula, charge and spin   207.2 kJ/mol
SMILES string   C[Si](C)(Cl)Cl.O=[SiH2]

Geometry (Å):
C 1.10354 -0.86227 -1.69338
C 1.13204 -0.80566 1.54933
O -1.35030 0.04355 -0.15091
Si -2.05941 1.34650 0.11652
Si 1.58269 0.03235 -0.09386
Cl 0.97512 2.00149 -0.08140
Cl 3.63322 0.20361 -0.10614
H 0.05539 -1.14331 -1.66219
H 1.25565 -0.22610 -2.56041
H 1.70378 -1.75799 -1.82725
H 1.02702 -0.07846 2.35110
H 0.19171 -1.33728 1.46133
H 1.89987 -1.51498 1.84896
H -2.42261 1.80116 1.44942
H -2.52119 2.26075 -0.91639

Atoms 1-6, force components in eV/Å:
0.011 0.356 0.637
0.104 0.254 -0.604
-0.077 -0.897 -0.108
0.175 0.292 0.047
-0.461 -1.441 0.083
-0.156 0.776 -0.016

Mulliken atomic charges, in units of e: -0.929 -0.969 -0.338 0.394 0.749 -0.300 -0.316 0.320 0.271 0.322 0.298 0.309 0.328 -0.066 -0.072



[5]
Here is C24H29N3O3S in the gas phase in a non-equilibrium geometry from OMol25. Energies are from wB97M-V/def2-TZVPD.

Strongest force on any atom   1.1 eV/Å
2S+1   1
Energy above the lowest of the compared OMol25 structures with the same formula, charge and spin   202.5 kJ/mol
SMILES string   Cc1ccc(S(=O)(=O)NC(=O)c2cc(C)n(C[C@H](c3ccccc3)N(C)C)c2C)cc1

Geometry (Å):
C -7.44038 -2.76469 0.24294
C -6.50111 -1.59986 0.30626
C -6.51022 -0.63962 -0.70238
C -5.63337 0.42820 -0.66861
C -4.74762 0.53041 0.38383
C -4.71786 -0.40189 1.39923
C -5.59822 -1.46921 1.35602
H -5.58398 -2.20873 2.14346
H -4.01689 -0.27678 2.20934
S -3.60653 1.88728 0.44547
O -3.85715 2.82436 -0.60587
O -3.50133 2.39460 1.78426
N -2.09033 1.16382 0.18401
C -1.84359 0.40749 -0.93906
O -2.76908 -0.05139 -1.57449
C -0.43160 0.18074 -1.23940
C 0.63140 1.05723 -1.10087
N 1.76194 0.41009 -1.50732
C 1.44085 -0.86761 -1.90391
C 0.09329 -1.02814 -1.76599
H -0.48017 -1.90366 -1.99163
C 2.43777 -1.83693 -2.43426
H 3.22491 -2.04150 -1.70968
H 2.89728 -1.46792 -3.35263
H 1.92937 -2.76927 -2.66195
C 3.09467 0.94452 -1.47288
H 3.07307 1.97458 -1.83235
H 3.70711 0.36003 -2.16233
C 3.78892 0.88944 -0.07988
N 3.34578 1.96793 0.80858
C 3.87321 3.25324 0.38534
H 3.55743 3.49451 -0.62575
H 3.48711 4.02466 1.04963
H 4.97398 3.28218 0.42105
C 3.74381 1.74209 2.18843
H 3.37858 2.57158 2.79211
H 4.83701 1.68239 2.30357
H 3.30537 0.82287 2.56625
C 3.56345 -0.48238 0.50764
C 4.58732 -1.42040 0.48736
C 4.38127 -2.70187 0.96949
C 3.14404 -3.06125 1.47414
C 2.11950 -2.13016 1.50526
C 2.32665 -0.84903 1.02822
H 1.52864 -0.12436 1.06889
H 1.15227 -2.40226 1.90024
H 2.98048 -4.06181 1.84541
H 5.18830 -3.41935 0.94719
H 5.55554 -1.14830 0.08929
H 4.87442 1.00291 -0.27676
C 0.62903 2.49653 -0.72407
H 1.13955 3.08563 -1.48661
H -0.39074 2.86470 -0.65163
H 1.14701 2.65279 0.22161
H -1.33532 1.48332 0.76728
H -5.60921 1.17824 -1.44174
H -7.20810 -0.73661 -1.52086
H -7.52101 -3.25627 1.20886
H -8.42996 -2.44456 -0.07556
H -7.07661 -3.49257 -0.48217

Atoms 1-6, force components in eV/Å:
0.038 -0.016 -0.039
0.033 0.068 0.016
0.075 0.076 0.112
-0.064 0.062 -0.116
0.327 0.435 0.030
0.027 -0.024 0.130

Mulliken atomic charges, in units of e: -1.437 0.945 -0.723 -0.178 0.009 -0.568 -0.791 0.334 0.432 1.480 -0.720 -0.760 -0.261 0.178 -0.609 1.562 0.236 0.386 1.089 -1.588 0.523 -1.540 0.234 0.315 0.368 -2.027 0.550 0.464 0.455 0.325 -1.259 0.346 0.390 0.420 -1.065 0.334 0.333 0.318 -0.475 -0.440 -0.664 -0.548 -1.028 -0.014 0.801 0.436 0.414 0.417 0.368 0.701 -1.839 0.336 0.470 0.309 0.362 0.481 0.382 0.356 0.377 0.295



[6]
Here is a 4-piece molecular cluster, C3H12BrO3 overall from OMol25. Energies are from wB97M-V/def2-TZVPD.

Strongest force on any atom   0.7 eV/Å
Total charge   -1
2S+1   1
Energy above the lowest of the compared OMol25 structures with the same formula, charge and spin   0.0 kJ/mol

Geometry (Å):
Br 0.23407 -1.23087 -1.22880
C -2.27123 1.91315 0.16215
O -2.28190 0.93939 -0.85034
H -1.69293 1.59261 1.03571
H -1.82058 2.86203 -0.18286
H -3.30303 2.11844 0.44810
H -1.43998 0.45281 -0.80421
C 0.63390 -3.78871 1.74569
O 0.25656 -2.42098 1.86389
H 1.61902 -3.94241 2.19268
H -0.11781 -4.41190 2.23064
H 0.70073 -4.09146 0.69535
H 0.25508 -2.05879 0.95507
C 1.43117 2.34712 -1.41746
O 2.37492 1.31542 -1.26212
H 0.53603 2.18201 -0.80956
H 1.90516 3.28483 -1.11748
H 1.10717 2.45621 -2.46346
H 1.87366 0.48112 -1.19300

Atoms 1-6, force components in eV/Å:
0.046 0.017 0.064
0.283 0.280 -0.134
0.036 0.112 0.133
-0.185 -0.040 0.060
-0.122 -0.141 0.026
-0.013 0.008 0.145

Mulliken atomic charges, in units of e: -0.945 -0.569 -0.425 0.253 0.226 0.244 0.246 -0.481 -0.418 0.201 0.199 0.223 0.275 -0.318 -0.460 0.011 0.248 0.220 0.269



[7]
Here is C4H7NO2 in the gas phase in a non-equilibrium geometry from OMol25. Energies are from wB97M-V/def2-TZVPD.

Strongest force on any atom   2.0 eV/Å
2S+1   1
Energy above the lowest of the compared OMol25 structures with the same formula, charge and spin   218.3 kJ/mol

Geometry (Å):
C -1.47641 -0.87616 0.09475
C -0.57111 -0.00262 -0.71425
C 0.13997 1.14869 -0.16672
N 1.12359 0.67371 0.74020
C 1.71869 -0.56118 0.32716
O 2.80204 -0.87529 0.78556
O 0.93564 -1.19173 -0.53873
H -0.97975 -1.19155 1.00911
H -1.65210 -1.74621 -0.53957
H -2.45678 -0.43224 0.32338
H -1.04712 0.30729 -1.67142
H -0.84718 1.51299 0.21493
H 0.48346 1.89725 -0.89550
H 1.82705 1.33704 1.03109

Atoms 1-6, force components in eV/Å:
0.159 -0.185 0.004
1.265 -1.478 -0.263
-0.917 0.339 0.233
0.139 0.045 0.119
-0.301 0.888 0.003
-0.955 -0.376 -0.675

Mulliken atomic charges, in units of e: -1.152 0.285 -0.450 -0.315 0.575 -0.610 -0.515 0.333 0.313 0.369 0.311 0.223 0.327 0.304



[8]
Here is C5H11NO2 in the gas phase in a non-equilibrium geometry from OMol25. Energies are from wB97M-V/def2-TZVPD.

Strongest force on any atom   2.5 eV/Å
2S+1   1
Energy above the lowest of the compared OMol25 structures with the same formula, charge and spin   110.7 kJ/mol
SMILES string   CCC(=O)NCCO

Geometry (Å):
C -0.06793 -0.64970 -1.86224
C -1.54941 -0.97607 -1.66131
C 0.26292 0.69388 -1.25533
N 0.46484 0.77930 0.08974
C 0.99151 -0.24752 0.98944
C 0.51970 0.03211 2.40774
O -0.72779 -0.59267 2.67767
O 0.23687 1.70083 -1.93654
H 0.58161 -1.47281 -1.57132
H 0.15710 -0.56216 -2.92747
H -1.64154 -2.06116 -1.81036
H -2.01496 -0.65083 -0.73570
H -2.20527 -0.62128 -2.46480
H 0.66582 1.70162 0.28877
H 2.05033 -0.46120 0.82272
H 0.46446 -1.14187 0.68737
H 0.33767 1.05354 2.66045
H 1.26488 -0.31118 3.13886
H -0.69734 -1.54515 2.63880

Atoms 1-6, force components in eV/Å:
0.089 0.294 -0.566
-0.491 -1.121 -1.014
-0.021 -0.482 -0.359
0.058 -1.726 -0.440
-1.111 0.351 -0.887
0.436 -1.529 0.794

Mulliken atomic charges, in units of e: -0.503 -1.073 0.376 -0.121 -0.235 -0.600 -0.534 -0.643 0.383 0.317 0.278 0.316 0.349 0.227 0.342 0.201 0.320 0.290 0.312